# 1
A molecular structure, C39H37BF2N4O4S5Sr. Source: the Open Molecules 2025 dataset; level of theory: ωB97M-V/def2-TZVPD.

Results
Orbital gap, eV: 6.30
Energy above the lowest of the compared OMol25 structures with the same formula, charge and spin, kJ/mol: 251.2
Total charge: 0
LUMO, eV: 0.23

Geometry (Å):
Sr  0.611  0.913  -0.235
C  0.598  2.654  3.346
C  1.843  2.982  2.590
N  2.119  2.549  1.396
C  3.248  3.147  0.881
C  3.861  4.017  1.724
S  2.998  4.110  3.193
C  3.651  2.874  -0.508
C  4.801  3.300  -1.091
S  4.831  2.813  -2.726
C  3.295  2.067  -2.540
N  2.805  2.173  -1.342
C  2.657  1.332  -3.674
H  0.230  1.684  3.019
H  -0.164  3.399  3.113
H  0.767  2.645  4.423
H  4.742  4.607  1.538
H  5.605  3.853  -0.636
H  3.284  1.374  -4.563
H  1.682  1.759  -3.911
H  2.515  0.290  -3.387
O  -1.501  -0.354  0.456
S  -2.576  -1.281  0.910
C  -2.131  -1.777  2.606
C  -0.906  -2.675  2.708
C  -0.312  -2.741  4.118
C  0.330  -1.456  4.633
S  1.656  -0.739  3.616
O  1.032  -0.387  2.308
C  2.621  -2.226  3.398
C  2.608  -2.881  2.181
C  3.384  -4.021  2.021
C  4.143  -4.498  3.079
C  4.149  -3.828  4.299
C  3.395  -2.677  4.459
C  -2.271  -2.838  0.085
C  -1.019  -3.074  -0.458
C  -0.773  -4.295  -1.069
C  -1.776  -5.254  -1.135
C  -3.031  -4.998  -0.597
C  -3.287  -3.778  0.013
H  -3.023  -2.229  3.047
H  -1.973  -0.806  3.081
H  -0.152  -2.312  2.014
H  -1.176  -3.685  2.399
H  0.437  -3.534  4.138
H  -1.087  -3.031  4.835
H  0.775  -1.613  5.619
H  -0.384  -0.633  4.725
H  2.037  -2.469  1.359
H  3.406  -4.513  1.057
H  4.751  -5.384  2.952
H  4.759  -4.192  5.116
H  3.419  -2.129  5.395
H  -0.245  -2.318  -0.387
H  0.206  -4.493  -1.488
H  -1.581  -6.205  -1.614
H  -3.813  -5.743  -0.662
H  -4.268  -3.559  0.421
O  -0.697  3.025  0.516
S  -1.212  3.491  -0.777
O  -0.663  4.717  -1.294
N  -1.037  2.228  -1.656
C  -1.355  2.012  -2.967
C  -2.093  2.838  -3.789
C  -2.420  2.457  -5.105
C  -2.025  1.258  -5.622
C  -1.259  0.379  -4.819
C  -0.798  -0.872  -5.280
C  -0.047  -1.664  -4.461
C  0.257  -1.208  -3.166
N  -0.161  -0.055  -2.694
C  -0.918  0.746  -3.497
C  -2.952  3.754  -0.570
C  -3.729  2.667  -0.183
C  -5.096  2.832  -0.034
C  -5.675  4.075  -0.273
C  -4.890  5.151  -0.661
C  -3.519  4.993  -0.814
H  -2.418  3.802  -3.419
H  -3.000  3.140  -5.714
H  -2.281  0.967  -6.633
H  -1.044  -1.184  -6.289
H  0.330  -2.625  -4.787
H  0.896  -1.790  -2.510
H  -3.251  1.709  -0.012
H  -5.714  1.993  0.262
H  -6.745  4.201  -0.160
H  -5.344  6.115  -0.850
H  -2.883  5.812  -1.122
F  4.025  -1.012  0.028
B  2.853  -1.333  -0.617
F  3.059  -2.535  -1.276

# 2
A molecular structure, C38H32BrIN3O4PtSi. Source: the Open Molecules 2025 dataset; level of theory: ωB97M-V/def2-TZVPD.

Results
Orbital gap, eV: 4.67
Energy above the lowest of the compared OMol25 structures with the same formula, charge and spin, kJ/mol: 81.8
Total charge: +1
LUMO, eV: -5.25

Geometry (Å):
Pt  -0.137  1.417  -0.670
Br  5.946  3.034  -4.498
C  4.594  2.334  -3.380
C  4.573  0.960  -3.091
C  3.605  0.431  -2.279
C  2.587  1.232  -1.708
O  1.739  0.657  -0.900
C  2.627  2.621  -2.011
C  1.699  3.547  -1.463
N  0.655  3.215  -0.779
C  -0.217  4.179  -0.212
C  0.150  5.405  0.267
C  -0.842  6.292  0.746
C  -2.164  5.950  0.730
C  -2.563  4.672  0.263
C  -3.903  4.224  0.195
C  -4.171  2.975  -0.284
C  -3.110  2.122  -0.645
N  -1.856  2.498  -0.555
C  -1.571  3.780  -0.160
C  3.643  3.147  -2.843
H  5.331  0.316  -3.517
H  3.599  -0.627  -2.056
H  1.881  4.609  -1.619
H  1.191  5.699  0.279
H  -0.540  7.260  1.122
H  -2.919  6.641  1.081
H  -4.703  4.880  0.516
H  -5.183  2.608  -0.375
H  -3.297  1.123  -1.012
H  3.655  4.210  -3.048
C  0.533  0.533  4.819
Si  0.316  0.967  3.013
C  1.739  2.060  2.501
C  -1.390  1.684  2.773
N  0.445  -0.421  1.884
C  0.294  -1.671  2.057
C  -0.207  -2.275  3.302
C  -0.318  -3.601  3.453
C  0.022  -4.477  2.365
C  0.471  -4.036  1.162
C  0.603  -2.645  0.945
O  0.948  -2.154  -0.182
C  1.558  -2.982  -1.167
C  1.017  -3.003  -2.431
C  1.675  -3.745  -3.403
C  2.846  -4.425  -3.103
C  3.378  -4.365  -1.822
C  2.733  -3.633  -0.836
H  0.685  1.483  5.341
H  1.415  -0.081  5.014
H  -0.337  0.059  5.275
H  1.395  3.077  2.296
H  2.216  1.677  1.598
H  2.485  2.117  3.296
H  -1.343  2.776  2.782
H  -2.041  1.370  3.592
H  -1.843  1.359  1.838
H  -0.491  -1.599  4.094
H  -0.685  -4.030  4.375
H  -0.114  -5.543  2.506
H  0.681  -4.723  0.356
H  0.126  -2.438  -2.651
H  1.269  -3.780  -4.405
H  3.353  -4.995  -3.870
H  4.300  -4.878  -1.588
H  3.149  -3.549  0.160
I  -4.934  -6.280  -0.303
C  -3.878  -4.518  -0.655
C  -3.335  -3.821  0.416
C  -2.637  -2.648  0.177
C  -2.472  -2.173  -1.121
C  -3.022  -2.881  -2.183
C  -3.727  -4.054  -1.955
C  -1.695  -0.911  -1.394
O  -1.304  -0.293  -0.329
O  -1.455  -0.563  -2.543
H  -3.465  -4.187  1.426
H  -2.220  -2.083  1.001
H  -2.885  -2.505  -3.187
H  -4.154  -4.603  -2.782

# 3
A single C4H8O2 molecule in a non-equilibrium geometry. Source: the Open Molecules 2025 dataset; level of theory: ωB97M-V/def2-TZVPD.

Results
SMILES: OC[C@H]1C[C@H]1O
Orbital gap, eV: 10.63
Energy above the lowest of the compared OMol25 structures with the same formula, charge and spin, kJ/mol: 225.4
Total charge: 0
LUMO, eV: 0.82

Geometry (Å):
O  0.525  -0.485  -1.592
C  1.301  0.241  -0.659
C  0.422  0.677  0.516
C  -1.009  0.819  0.066
C  -0.611  -0.319  0.955
O  -0.534  -1.642  0.417
H  0.122  -1.187  -1.018
H  1.734  1.118  -1.160
H  2.124  -0.399  -0.324
H  0.877  1.330  1.262
H  -0.947  0.517  -0.994
H  -1.699  1.592  0.399
H  -0.885  -0.355  2.006
H  -1.419  -1.905  0.126

# 4
A molecular structure, C9H17N2OPb2 in a non-equilibrium geometry. Source: the Open Molecules 2025 dataset; level of theory: ωB97M-V/def2-TZVPD.

Results
Orbital gap, eV: 3.26
Energy above the lowest of the compared OMol25 structures with the same formula, charge and spin, kJ/mol: 0.0
Total charge: +3
LUMO, eV: -14.44

Geometry (Å):
Pb  2.204  -2.818  -4.667
Pb  2.856  1.094  -3.538
C  0.479  -1.464  -2.134
O  1.381  -0.957  -3.136
H  1.065  -1.588  -1.224
H  -0.373  -0.805  -1.959
H  0.008  -2.420  -2.385
C  -4.989  -0.131  0.475
C  -4.122  0.933  -0.239
C  -2.603  0.695  -0.209
C  -1.917  0.867  1.039
N  -1.369  1.090  2.025
H  -5.938  -0.096  -0.060
H  -5.155  0.222  1.489
H  -4.601  -1.131  0.289
H  -4.343  1.941  0.114
H  -4.409  0.935  -1.292
H  -2.176  1.337  -0.985
H  -2.528  -0.319  -0.617
C  4.435  0.263  1.759
C  3.053  -0.332  1.968
C  1.808  0.321  1.415
C  2.004  0.841  0.047
N  2.200  1.231  -1.021
H  5.222  -0.404  2.108
H  4.664  1.169  2.325
H  4.643  0.532  0.719
H  2.962  -0.573  3.028
H  3.098  -1.327  1.511
H  1.488  1.217  1.958
H  0.953  -0.325  1.198

# 5
A gas-phase ion, CH4N3 (charge +1) in a non-equilibrium geometry. Source: the Open Molecules 2025 dataset; level of theory: ωB97M-V/def2-TZVPD.

Results
SMILES: N#[N+]CN
Orbital gap, eV: 10.07
Energy above the lowest of the compared OMol25 structures with the same formula, charge and spin, kJ/mol: 233.8
Total charge: +1
LUMO, eV: -6.50

Geometry (Å):
C  0.492  0.585  0.191
N  2.665  -0.538  -0.397
N  1.821  0.180  -0.066
N  -0.125  -0.651  -0.143
H  0.419  1.364  -0.539
H  0.570  0.768  1.212
H  -0.761  -0.524  -0.909
H  -0.663  -1.027  0.617

# 6
2 unconnected molecules or ions with the total composition C3H5O2 in a non-equilibrium geometry. Source: the Open Molecules 2025 dataset; level of theory: ωB97M-V/def2-TZVPD.

Results
Orbital gap, eV: 8.04
Energy above the lowest of the compared OMol25 structures with the same formula, charge and spin, kJ/mol: 110.4
Total charge: -1
LUMO, eV: 4.30

Geometry (Å):
C  -2.645  0.790  0.572
C  0.856  -0.773  -0.557
C  1.418  0.026  0.323
O  -1.811  1.695  0.597
O  -2.649  -0.329  1.086
H  -0.188  -1.019  -0.485
H  1.399  -1.206  -1.386
H  -3.617  1.039  -0.060
H  2.462  0.307  0.263
H  0.839  0.464  1.118

Question: Which of these has the highest energy above the lowest of the compared OMol25 structures with the same formula, charge and spin?
Answer: C39H37BF2N4O4S5Sr

Question: Among the records above, which one has the lowest orbital gap?
Answer: C9H17N2OPb2

Question: The highest total charge belongs to which entry?
Answer: C9H17N2OPb2

Question: Which of these has the highest orbital gap?
Answer: C4H8O2